Entry 1:
{
  "formula": "C16H41BN7O16",
  "method": "wB97M-V/def2-TZVPD",
  "total_energy_ha": -2245.59759,
  "spin_multiplicity": 1,
  "total_charge": -1,
  "symbols": ["C", "C", "C", "C", "C", "C", "C", "B", "O", "C", "C", "O", "H", "H", "H", "H", "H", "H", "H", "H", "H", "H", "H", "H", "H", "H", "H", "H", "H", "H", "H", "H", "C", "N", "O", "O", "H", "H", "H", "C", "N", "O", "O", "H", "H", "H", "C", "N", "O", "O", "H", "H", "H", "C", "N", "O", "O", "H", "H", "H", "C", "N", "O", "O", "H", "H", "H", "C", "N", "O", "O", "H", "H", "H", "C", "N", "O", "O", "H", "H", "H"],
  "xyz": [[1.452, -1.584, 1.212], [1.268, -0.031, 1.398], [0.678, 0.702, 0.157], [0.835, 2.256, 0.361], [-0.516, 3.017, 0.599], [-1.171, 2.679, 1.974], [-2.715, 2.455, 1.953], [-3.238, 1.281, 0.955], [-3.017, -0.020, 1.698], [-3.860, -0.921, 1.004], [-4.774, -0.039, 0.041], [-4.713, 1.206, 0.728], [0.743, -1.995, 0.456], [1.225, -2.114, 2.163], [2.503, -1.777, 0.930], [0.651, 0.152, 2.297], [2.274, 0.388, 1.606], [1.225, 0.428, -0.767], [-0.368, 0.371, 0.031], [1.528, 2.419, 1.212], [1.361, 2.640, -0.538], [-1.162, 2.871, -0.278], [-0.243, 4.092, 0.628], [-0.981, 3.550, 2.643], [-0.667, 1.822, 2.454], [-2.996, 2.131, 2.985], [-3.268, 3.409, 1.792], [-2.583, 1.103, -0.056], [-4.567, -1.286, 1.784], [-3.318, -1.788, 0.563], [-5.763, -0.535, 0.038], [-4.324, 0.179, -0.949], [-1.862, -3.955, -1.372], [-1.447, -2.599, -1.804], [-0.259, -2.345, -1.814], [-2.316, -1.832, -2.112], [-0.975, -4.528, -1.124], [-2.504, -3.837, -0.502], [-2.401, -4.410, -2.199], [-0.978, 7.770, -1.056], [-1.027, 6.286, -1.052], [-0.066, 5.692, -1.494], [-2.032, 5.781, -0.607], [-0.032, 8.086, -1.482], [-1.811, 8.118, -1.660], [-1.073, 8.105, -0.027], [2.424, -2.671, -3.925], [2.614, -4.133, -4.092], [2.454, -4.602, -5.197], [2.917, -4.764, -3.104], [2.157, -2.243, -4.885], [1.628, -2.522, -3.200], [3.363, -2.256, -3.565], [0.436, -3.086, 5.238], [0.222, -4.046, 4.127], [-0.093, -3.589, 3.054], [0.378, -5.223, 4.374], [0.261, -2.081, 4.867], [-0.269, -3.336, 6.027], [1.463, -3.202, 5.576], [4.107, -4.583, 2.102], [4.394, -3.545, 3.123], [3.707, -3.537, 4.121], [5.298, -2.780, 2.891], [3.276, -5.190, 2.449], [3.854, -4.073, 1.176], [5.005, -5.184, 1.985], [-5.745, 7.793, -2.631], [-4.506, 8.513, -2.246], [-3.830, 8.990, -3.133], [-4.253, 8.571, -1.068], [-5.840, 7.820, -3.711], [-5.652, 6.770, -2.274], [-6.579, 8.300, -2.153], [6.172, -5.243, -3.118], [6.457, -4.205, -2.095], [5.769, -4.196, -1.101], [7.362, -3.437, -2.331], [5.343, -5.851, -2.773], [5.917, -4.731, -4.041], [7.071, -5.842, -3.237]],
  "atomic_forces_ev_per_a": [[-0.44, 0.46, 0.38], [0.35, -0.76, -0.46], [0.40, 0.26, 0.83], [-0.60, -0.42, -0.35], [1.30, 0.22, 0.33], [-0.57, 0.56, -0.15], [-0.14, 0.11, 0.21], [0.35, -0.26, 1.57], [0.04, -0.92, -0.71], [-0.55, 0.49, 0.89], [1.18, 0.06, 1.13], [-0.33, 0.01, -0.84], [0.64, 0.31, 0.41], [0.38, 0.39, -0.71], [-0.49, -0.18, -0.13], [0.13, 0.06, -0.55], [-0.49, -0.10, 0.00], [-0.16, -0.17, 0.50], [0.27, 0.41, 0.02], [-0.39, 0.05, -0.31], [-0.39, 0.12, 0.43], [-0.02, -0.09, 0.51], [-0.26, -0.42, -0.21], [0.13, -0.49, -0.23], [-0.30, 0.16, -0.34], [0.02, 0.17, -0.52], [0.50, -0.29, -0.08], [-0.03, 0.59, -0.78], [0.21, -0.46, -0.49], [-0.19, 0.40, -0.12], [0.10, 0.68, -0.35], [-0.42, -0.91, 0.12], [0.12, -0.31, 0.19], [-0.07, -0.08, 0.12], [0.56, -0.06, -0.12], [-0.44, 0.25, -0.25], [0.01, 0.09, 0.00], [-0.06, 0.05, -0.09], [-0.09, 0.09, 0.05], [0.21, 0.25, -0.08], [0.05, 0.03, 0.03], [0.03, -0.06, -0.10], [-0.09, -0.05, -0.08], [-0.01, -0.11, 0.01], [-0.03, 0.05, 0.14], [-0.16, -0.03, -0.04], [-0.12, 0.30, -0.09], [-0.10, 0.34, -0.07], [0.01, -0.21, -0.23], [0.14, -0.23, 0.22], [0.02, -0.11, -0.01], [0.08, 0.00, 0.12], [-0.06, -0.06, 0.14], [0.05, 0.31, 0.14], [-0.03, 0.28, 0.13], [-0.18, -0.23, -0.18], [0.07, -0.32, 0.05], [-0.03, -0.08, -0.08], [0.07, -0.08, 0.00], [-0.05, -0.10, 0.01], [-0.24, -0.25, -0.13], [-0.10, -0.17, -0.20], [-0.21, 0.07, 0.36], [0.24, 0.19, 0.00], [0.01, 0.09, 0.06], [0.14, 0.00, 0.00], [0.04, 0.13, -0.09], [-0.19, -0.15, -0.25], [-0.24, -0.14, -0.10], [0.23, 0.12, -0.18], [0.09, 0.11, 0.32], [0.08, 0.04, 0.04], [-0.03, 0.07, 0.11], [0.05, -0.08, 0.10], [-0.19, -0.32, -0.07], [-0.12, -0.17, -0.06], [-0.10, 0.03, 0.29], [0.23, 0.20, -0.08], [-0.01, 0.11, 0.02], [0.11, -0.02, 0.00], [0.04, 0.14, -0.07]]
}

Entry 2:
{
  "formula": "C16H41FInN2O",
  "method": "wB97M-V/def2-TZVPD",
  "total_energy_ha": -1108.85357,
  "spin_multiplicity": 1,
  "total_charge": -1,
  "symbols": ["C", "C", "C", "O", "C", "In", "F", "H", "H", "H", "H", "H", "H", "H", "H", "H", "H", "H", "C", "C", "N", "C", "C", "C", "C", "H", "H", "H", "H", "H", "H", "H", "H", "H", "H", "H", "H", "H", "H", "H", "C", "C", "N", "C", "C", "C", "C", "H", "H", "H", "H", "H", "H", "H", "H", "H", "H", "H", "H", "H", "H", "H"],
  "xyz": [[3.208, 2.713, 0.318], [2.588, 3.347, 1.709], [1.864, 4.794, 1.314], [0.385, 4.726, 1.519], [-0.202, 4.059, 0.338], [-2.136, 2.957, 0.943], [-2.288, 1.320, -0.438], [2.522, 1.868, -0.158], [3.370, 3.533, -0.512], [4.262, 2.275, 0.592], [3.370, 3.439, 2.575], [1.685, 2.641, 2.040], [2.012, 5.092, 0.186], [2.390, 5.613, 1.964], [-0.413, 4.845, -0.510], [0.486, 3.210, -0.121], [-3.500, 4.105, 0.721], [-2.007, 2.280, 2.624], [3.453, -1.222, 2.564], [4.049, -1.237, 1.159], [5.499, -1.031, 1.134], [6.021, -0.739, -0.204], [5.896, -1.828, -1.264], [6.301, -1.964, 1.928], [6.161, -3.453, 1.630], [3.728, -0.309, 3.103], [2.359, -1.257, 2.504], [3.775, -2.086, 3.153], [3.567, -0.421, 0.604], [3.762, -2.168, 0.660], [7.076, -0.443, -0.126], [5.510, 0.157, -0.579], [6.603, -2.641, -1.093], [6.126, -1.410, -2.250], [4.886, -2.244, -1.316], [6.059, -1.808, 2.987], [7.363, -1.690, 1.856], [5.117, -3.767, 1.541], [6.603, -4.033, 2.448], [6.688, -3.735, 0.719], [-8.037, 0.118, -0.580], [-6.584, -0.349, -0.573], [-6.386, -1.661, -1.193], [-5.069, -2.242, -0.915], [-3.847, -1.511, -1.459], [-6.854, -1.805, -2.573], [-6.294, -0.844, -3.616], [-8.698, -0.631, -0.132], [-8.134, 1.041, 0.002], [-8.391, 0.334, -1.593], [-6.278, -0.406, 0.480], [-5.960, 0.420, -1.040], [-5.047, -3.280, -1.272], [-4.957, -2.322, 0.174], [-3.748, -1.637, -2.538], [-2.939, -1.926, -1.008], [-3.863, -0.442, -1.229], [-7.947, -1.706, -2.575], [-6.681, -2.835, -2.915], [-6.300, 0.195, -3.277], [-6.907, -0.891, -4.523], [-5.277, -1.110, -3.907]],
  "atomic_forces_ev_per_a": [[0.70, -0.26, 0.30], [-1.56, -0.14, -1.48], [0.04, -0.10, 0.32], [2.45, -0.42, -1.43], [-0.13, -0.58, -1.08], [0.36, 0.12, -0.04], [0.02, 0.78, 0.63], [1.46, 1.82, 1.17], [-0.34, -1.58, 1.75], [-1.93, 0.54, -0.81], [-1.46, -0.11, -1.82], [2.08, 1.59, -0.46], [0.00, -0.76, 2.10], [-1.46, -1.23, -0.94], [0.61, -1.27, 1.48], [-0.99, 1.84, 0.99], [0.12, -0.40, -0.08], [-0.03, 0.05, -0.61], [0.02, -0.08, 0.05], [0.08, 0.20, 0.24], [0.32, 0.16, -0.20], [-0.13, 0.26, 0.15], [0.08, -0.15, -0.30], [-0.18, 0.27, 0.26], [0.11, -0.36, 0.03], [0.02, -0.12, -0.11], [0.18, 0.00, -0.04], [-0.01, 0.09, -0.01], [0.32, -0.10, -0.08], [-0.13, -0.15, -0.07], [-0.12, -0.12, 0.20], [-0.10, -0.10, 0.18], [-0.10, -0.04, 0.00], [-0.04, -0.02, 0.09], [0.11, 0.04, 0.05], [-0.12, 0.04, -0.14], [-0.24, 0.13, -0.21], [0.07, 0.08, -0.01], [-0.04, 0.05, -0.06], [-0.12, -0.04, -0.02], [-0.05, 0.00, -0.10], [-0.17, -0.11, -0.06], [-0.01, -0.41, 0.04], [0.03, -0.06, 0.14], [0.16, 0.08, -0.03], [-0.27, 0.05, 0.27], [0.07, 0.11, -0.37], [0.10, 0.02, -0.10], [0.08, -0.12, -0.10], [-0.02, -0.04, 0.09], [0.19, -0.18, -0.25], [0.07, 0.15, 0.05], [-0.25, 0.11, -0.07], [-0.17, 0.15, -0.06], [-0.02, 0.05, 0.00], [-0.10, 0.12, -0.01], [0.16, -0.12, 0.01], [0.07, 0.08, 0.12], [0.15, 0.12, 0.29], [0.04, -0.11, 0.03], [0.02, 0.00, 0.06], [-0.01, 0.14, 0.08]]
}

Entry 3:
{
  "formula": "C16H42F3N3O5",
  "method": "wB97M-V/def2-TZVPD",
  "total_energy_ha": -1474.09635,
  "spin_multiplicity": 1,
  "total_charge": 2,
  "symbols": ["C", "C", "C", "O", "C", "N", "H", "H", "H", "H", "H", "H", "H", "H", "H", "H", "H", "H", "C", "C", "C", "O", "C", "N", "H", "H", "H", "H", "H", "H", "H", "H", "H", "H", "H", "H", "C", "C", "C", "O", "C", "N", "H", "H", "H", "H", "H", "H", "H", "H", "H", "H", "H", "H", "C", "O", "O", "C", "F", "F", "F", "C", "C", "H", "H", "H", "H", "H", "H"],
  "xyz": [[-6.091, -1.224, -3.044], [-5.244, -0.600, -1.976], [-5.616, -1.073, -0.533], [-5.178, -2.422, -0.357], [-5.199, -2.837, 0.959], [-3.843, -0.933, -2.328], [-3.262, -0.621, -1.564], [-3.713, -1.911, -2.548], [-3.530, -0.295, -3.046], [-5.932, -2.302, -3.014], [-5.917, -0.914, -4.075], [-7.135, -0.913, -3.018], [-5.466, 0.467, -1.947], [-6.693, -1.031, -0.372], [-5.177, -0.450, 0.246], [-6.182, -2.734, 1.419], [-4.620, -2.247, 1.670], [-4.994, -3.906, 1.024], [5.667, -6.214, -3.734], [6.652, -6.989, -4.676], [6.571, -8.499, -4.418], [7.535, -9.181, -5.176], [7.563, -10.597, -4.911], [6.199, -6.706, -6.119], [6.755, -5.908, -6.392], [6.561, -7.375, -6.784], [5.238, -6.470, -6.319], [4.603, -6.443, -3.681], [5.540, -5.173, -4.032], [5.954, -6.282, -2.685], [7.656, -6.608, -4.492], [5.568, -8.889, -4.592], [6.668, -8.778, -3.369], [8.399, -10.980, -5.497], [6.563, -11.008, -5.054], [7.873, -10.702, -3.872], [-0.153, 8.113, 1.717], [-1.337, 7.783, 2.616], [-2.235, 9.058, 2.874], [-2.918, 9.349, 1.616], [-3.758, 10.547, 1.686], [-2.197, 6.743, 1.870], [-1.698, 5.866, 1.912], [-3.113, 6.538, 2.244], [-2.308, 6.922, 0.882], [0.494, 7.271, 1.470], [0.388, 9.001, 2.044], [-0.480, 8.491, 0.748], [-1.005, 7.374, 3.570], [-1.638, 9.875, 3.278], [-3.003, 8.723, 3.571], [-3.863, 10.759, 0.622], [-3.308, 11.356, 2.260], [-4.703, 10.282, 2.160], [1.336, 0.563, 3.481], [0.832, 1.457, 4.424], [0.479, 0.876, 2.400], [2.916, 0.548, 3.496], [3.347, 0.543, 4.834], [3.456, -0.551, 3.004], [3.527, 1.618, 2.873], [-0.217, 0.965, 5.347], [-0.544, 1.943, 6.482], [0.266, 2.558, 6.872], [-1.442, 2.467, 6.153], [-0.944, 1.369, 7.318], [0.109, 0.075, 5.885], [-1.161, 0.738, 4.850], [1.102, -0.466, 3.751]],
  "atomic_forces_ev_per_a": [[-0.69, -0.32, -0.86], [-2.22, -0.24, 0.88], [0.61, -1.17, -0.29], [0.35, 1.13, -1.61], [-1.03, -0.61, 1.97], [0.28, 2.01, 1.06], [0.65, -0.66, 0.81], [0.13, -0.40, 0.00], [0.00, -0.31, -1.05], [-0.62, -0.14, 0.03], [0.98, 0.25, -0.02], [-0.13, -0.52, 0.86], [0.91, 0.24, -0.27], [-0.21, 0.21, -0.36], [0.36, 0.29, -0.08], [-0.64, -0.03, -0.35], [0.90, 0.01, -0.41], [0.46, 0.24, -0.18], [-0.13, 0.37, -0.12], [-2.58, -0.72, 1.66], [0.20, -0.51, 0.10], [-0.22, 0.50, -0.56], [0.58, 1.15, 0.63], [2.15, 0.62, 0.11], [-0.06, 0.90, -0.16], [-0.18, -1.14, -0.11], [-0.55, -0.29, 0.43], [0.00, -1.28, -0.63], [0.90, 0.34, 0.14], [0.51, 0.21, -0.21], [-0.01, -0.04, -0.65], [-0.47, 0.17, -0.68], [0.49, 0.69, 0.47], [-0.63, -0.29, -0.31], [0.26, -0.42, -0.33], [-0.21, -0.30, 0.23], [-0.22, 0.31, -0.92], [-0.39, 1.98, -0.73], [-0.78, -1.88, -1.50], [1.04, 0.50, 1.63], [0.43, -1.29, -0.39], [0.85, -0.41, 0.65], [0.39, -0.62, 0.10], [-0.45, 0.38, 0.46], [-0.02, 0.79, -0.36], [0.21, 0.04, 0.54], [0.29, -0.48, 0.68], [-0.58, -0.18, -0.17], [-0.29, -0.31, -0.13], [-0.05, 0.04, -0.15], [-0.05, 0.40, 0.49], [-0.37, 0.56, 0.34], [0.27, -0.02, -0.25], [-0.13, 0.07, -0.14], [-4.06, 0.18, -2.66], [-0.47, 0.65, 4.29], [2.94, -1.24, -0.40], [-0.16, 1.95, 1.23], [-0.40, 0.37, -1.38], [-0.09, -0.52, -0.78], [-0.54, -0.97, 0.68], [1.90, 0.24, -0.05], [-0.83, -0.23, -0.51], [-0.09, 0.07, -0.43], [0.36, 1.01, 0.13], [0.24, -0.26, 0.16], [0.40, -0.44, -0.58], [0.20, -0.08, -0.57], [0.29, -0.58, 0.61]]
}